1.
# C21H44N4O13

A structure of composition C21H44N4O13 (ωB97M-V/def2-TZVPD, OMol25).

As for the spin multiplicity: 1. Its energy above the lowest of the compared OMol25 structures with the same formula, charge and spin is 2.0 kcal/mol. The value obtained for the highest occupied orbital energy is -8.47 eV. The lowest unoccupied orbital energy is -0.08188 Ha. Its total energy is -55036.476 eV.

```
82
Properties=species:S:1:pos:R:3:forces:R:3
O 34.46200 39.16900 0.43100 3.10 2.46 -1.70
O 32.14300 37.31400 3.08300 1.81 2.34 -1.45
O 35.85100 37.62600 0.10200 0.07 -0.34 0.50
O 35.40100 42.95600 -1.55700 -0.48 -3.02 2.60
O 34.55200 44.35000 0.42300 0.85 1.82 0.10
O 31.38400 41.61700 0.69000 1.14 1.49 1.31
O 31.74300 44.45700 4.23700 -4.05 2.98 1.44
O 32.42400 45.02700 -1.13400 -1.78 1.93 -0.43
O 32.71100 42.97900 1.87800 -0.40 1.25 0.26
O 28.94900 41.40800 2.18100 0.28 0.22 2.21
O 29.06100 48.57800 1.39600 2.11 -2.19 -3.53
O 35.19900 38.07400 2.14500 1.70 -0.85 -5.12
O 33.45100 41.32500 0.77600 -0.20 -6.00 14.27
N 32.48800 41.99800 1.18200 -5.11 -1.29 8.82
N 35.45000 41.91900 0.57100 3.81 -1.07 0.61
N 35.18700 38.28900 0.89100 4.28 -2.40 -0.60
N 32.61800 38.82300 1.25800 -6.48 -12.20 2.24
C 31.27700 45.65300 0.73200 -5.65 5.48 4.22
C 34.83200 42.21000 -0.73900 0.19 2.39 -4.25
C 31.45000 43.43300 6.26800 1.95 8.23 4.64
C 30.97300 46.91800 -1.49400 -3.44 4.19 2.07
C 36.24400 44.32800 2.07200 2.52 1.03 1.75
C 33.86900 38.93000 3.53400 -1.15 2.05 4.82
C 29.16100 41.55300 3.66600 -1.14 -1.16 -1.39
C 27.73800 41.46900 4.22100 0.01 -1.82 -6.61
C 36.95900 41.70400 0.43200 -0.18 1.19 -6.41
C 32.37000 44.33800 5.45300 0.87 -4.36 -2.12
C 36.39900 45.70800 0.08500 -3.59 -1.10 -5.97
C 31.59300 45.85400 -0.68800 3.01 -3.36 0.01
C 29.73100 47.77200 0.64600 -1.97 2.05 2.35
C 30.30300 46.63200 1.31000 3.55 -5.09 -1.12
C 33.72200 43.65200 5.20100 0.33 4.38 3.37
C 30.07500 40.39300 4.12200 0.10 3.15 2.47
C 32.84500 38.24800 2.71000 -2.88 -2.31 1.23
C 30.01400 47.85900 -0.80700 3.72 -3.34 -2.96
C 35.50400 45.21100 1.09000 -1.56 -2.17 1.12
C 31.26600 38.52800 0.64200 -1.19 -3.11 0.45
C 33.42000 41.80900 -0.90400 0.25 2.38 -11.96
H 29.57400 48.59900 -1.44600 -0.23 0.44 0.12
H 33.40900 38.23600 0.80700 -2.90 1.47 -0.09
H 31.24400 37.33900 0.72400 -0.04 2.50 -0.56
H 32.16100 44.19000 3.49000 2.53 -1.42 -2.90
H 32.86400 41.74800 0.03200 -1.68 1.57 -12.34
H 36.98700 44.95400 2.66200 -1.04 -0.43 -0.36
H 29.68800 41.90700 1.85600 0.53 0.22 -1.00
H 33.95300 40.07800 3.23100 0.31 -2.53 0.73
H 37.43800 41.47600 1.23500 1.99 -1.26 5.92
H 30.47900 43.94500 6.36500 0.28 0.31 0.26
H 33.70500 42.68900 4.96700 -0.28 -4.30 -1.04
H 31.16800 38.83000 -0.44100 0.59 -0.11 1.40
H 37.39600 40.89700 -0.26100 -2.10 0.61 0.53
H 29.73600 39.57000 3.66500 -1.51 -3.35 -1.46
H 30.30100 38.79400 1.21000 2.01 0.40 -0.50
H 27.12500 42.32000 3.93800 0.03 -0.07 -0.15
H 35.08300 46.02700 1.58200 -1.50 1.33 0.84
H 31.47200 45.02700 1.65300 0.78 -0.25 -2.46
H 34.08000 43.80200 6.29800 0.86 -0.64 -2.11
H 33.84400 44.14900 1.01300 -1.16 0.14 0.71
H 34.78600 41.18600 1.11500 3.30 1.34 -1.32
H 31.16800 42.62300 5.84000 -0.58 -5.97 -2.54
H 37.61000 42.55300 0.00900 -1.98 -0.51 0.54
H 33.51900 38.83000 4.67300 -0.17 0.80 -2.30
H 35.81800 43.60200 2.85100 0.01 1.04 -1.57
H 30.07900 40.24300 5.23700 -0.06 0.20 -0.99
H 37.18700 46.17100 0.35200 6.24 2.30 2.94
H 31.28200 47.09400 -2.58500 -0.63 -0.53 1.92
H 35.26100 42.81400 1.09300 0.45 -0.71 -0.65
H 29.58200 42.52500 3.84300 0.39 0.51 0.16
H 27.30200 40.46400 3.74700 0.60 2.23 0.77
H 34.82100 38.33400 3.59700 -1.73 1.64 1.13
H 31.96400 43.54400 7.27400 -1.09 -1.51 -0.65
H 36.62700 44.96500 -0.73600 -0.17 0.54 1.11
H 27.70100 41.30400 5.16900 -0.09 -0.69 6.19
H 32.82200 45.18200 5.87500 -1.13 2.33 0.89
H 29.95200 46.34000 2.31000 0.20 0.80 -0.33
H 33.11300 40.88500 -1.43800 1.01 -0.37 1.04
H 36.92800 43.93300 1.34100 0.46 -1.48 0.48
H 32.91200 39.63900 1.33100 2.74 9.25 -0.09
H 33.08700 42.40900 -1.75700 0.31 0.88 -0.20
H 31.09000 40.48900 3.80000 0.84 0.52 -0.19
H 36.04000 46.60900 -0.47400 -0.98 -0.90 0.13
H 34.23800 44.23900 4.42000 0.26 -0.15 0.74
```
Forces are in eV/Å.

Results of the Mulliken charge analysis, in e, for atoms 1 through 6:
1. O -0.47
2. O -0.57
3. O -0.73
4. O -0.61
5. O -0.06
6. O -0.84

2.
# C21H44N9O15

A cluster of 8 separate species, C21H44N9O15 in total (ωB97M-V/def2-TZVPD, OMol25).

As for the spin multiplicity: 1. The charge is +1. The value obtained for the highest occupied orbital energy is -12.51 eV. The lowest unoccupied orbital energy is -0.16403 Ha. Its total energy is -66584.028 eV.

```
89
Properties=species:S:1:pos:R:3:forces:R:3
O -3.57529 1.99888 -1.04527 0.15 -0.30 0.35
O -1.48325 6.03540 -1.82577 -0.15 -0.14 0.29
O -0.22941 10.60201 0.83617 0.04 -0.12 -0.24
O 2.88036 7.51275 -2.19243 -0.01 -0.06 0.23
O -0.20231 9.91932 -1.21513 -0.07 0.09 0.18
O 4.57422 2.09593 -0.61922 -1.41 -1.99 0.60
O -0.05136 -8.05587 0.17853 0.07 -0.36 -0.04
O -0.48681 -9.31509 -1.52347 -0.03 0.18 0.19
O -1.63537 6.05423 0.33026 0.04 0.25 -0.18
O -3.54489 1.66873 1.09677 0.19 -0.16 -0.25
O -0.10996 5.17741 4.00390 0.14 -0.19 -0.02
O 0.18666 -12.86653 0.26915 -0.10 -0.25 -0.19
O 1.48262 3.71373 3.97130 -0.17 0.02 -0.12
O 0.17866 -13.58590 -1.76906 0.00 0.13 0.21
O 2.70928 7.52955 -0.03537 0.59 0.12 -0.32
N -0.37339 -13.25832 -0.74102 -0.04 -0.11 0.04
N 0.07703 -9.07593 -0.47243 0.12 -0.10 0.02
N 0.33182 4.06997 3.79140 0.07 0.19 0.05
N -3.40699 2.36269 0.10351 -0.10 0.29 -0.11
N 0.99487 0.08977 1.32378 -0.01 1.41 -2.08
N -0.13058 -0.18183 0.69256 -1.83 -1.46 1.05
N -0.77188 10.23717 -0.18421 0.00 0.12 0.14
N -1.04233 6.26642 -0.71705 0.27 0.24 -0.06
N 3.30425 7.74370 -1.07887 0.21 0.15 0.14
C -0.60697 3.04532 3.26063 -0.32 -0.02 -0.01
C -2.25857 10.16836 -0.18839 -0.19 0.06 0.14
C -0.57572 0.30017 -0.44682 -0.26 1.15 -2.12
C 1.40893 1.58661 -0.63298 -2.27 -0.99 -0.52
C -3.04589 -3.90278 -0.64368 0.60 0.14 -1.59
C 1.69767 0.98132 0.63234 2.53 1.34 1.27
C 0.51194 -5.13251 -1.17299 -0.49 -0.20 0.67
C 4.66470 8.33818 -0.98606 0.17 0.11 0.21
C -1.85853 -13.34234 -0.71756 -0.20 0.06 0.18
C -2.99132 3.77635 0.31835 -0.15 -0.02 -0.28
C -2.02099 -4.59062 -1.63760 -0.11 -1.00 0.90
C 0.99947 -10.11176 0.06547 0.16 -0.04 -0.12
C 5.57701 1.77404 0.54605 -2.63 0.20 -4.28
C -0.98482 -5.53015 -0.87526 0.03 1.34 -0.73
C 3.02347 1.41666 1.31031 0.94 -1.31 -2.29
C -2.51484 -2.47860 -0.29571 -0.01 -0.10 -0.50
C -1.02482 -1.14454 1.41229 -0.47 -1.20 0.54
C 0.32691 6.85257 -0.63451 -0.34 -0.16 0.28
C -1.24793 -2.47335 0.61605 -0.86 -0.29 0.44
C 4.18459 1.03397 0.25559 1.83 2.59 1.71
C 0.17003 1.22446 -1.24338 1.92 -0.15 2.19
H -3.99431 -3.79923 -1.21838 0.46 0.12 0.64
H -1.17268 -5.39057 0.20756 0.13 -0.43 -0.52
H 5.35848 7.64115 -1.44941 -0.07 0.07 -0.11
H -1.98201 -0.63479 1.66783 0.61 -0.21 -0.55
H 1.06878 -5.12917 -0.21288 -0.09 -0.09 -0.61
H 1.01251 -10.95339 -0.61420 0.01 0.13 -0.02
H -0.58211 -1.43325 2.38795 0.28 0.69 -0.79
H 0.55062 -4.09670 -1.57593 0.14 -0.70 0.03
H -2.54844 -5.25223 -2.35577 0.10 0.65 0.31
H 1.98697 -9.66283 0.14259 -0.09 0.07 0.11
H -2.61500 10.83945 -0.96578 0.04 -0.13 -0.06
H -3.75320 4.25505 0.92810 0.12 -0.04 0.09
H 4.23626 -0.02565 -0.11469 -0.03 1.17 0.27
H -2.53882 9.13881 -0.39874 0.02 0.06 -0.12
H 0.62467 -10.40886 1.04074 0.07 0.08 -0.01
H -2.23499 -12.68867 -1.50057 0.06 -0.11 -0.06
H -3.24488 -4.54235 0.23806 0.18 0.44 -0.35
H 3.23416 0.83745 2.22530 -0.43 0.52 -0.28
H -2.90707 4.26650 -0.64432 -0.07 -0.15 0.01
H 6.33179 1.42797 -0.18194 0.55 -0.14 1.73
H -1.18203 -6.57517 -1.16024 0.16 0.62 0.37
H 4.64425 9.28568 -1.51859 0.00 -0.11 -0.09
H -2.21005 -13.02046 0.25748 0.11 -0.01 -0.03
H -2.13052 -14.37798 -0.90466 0.04 0.06 -0.12
H 0.30877 7.80048 -1.16639 0.05 -0.19 -0.12
H -0.63747 2.22641 3.97533 0.10 -0.02 -0.09
H 5.58257 2.83518 0.83604 0.60 -1.07 1.49
H 1.01023 6.15277 -1.10215 -0.14 0.05 -0.14
H 0.57981 7.00068 0.40698 -0.26 -0.10 -0.01
H 4.90778 8.48817 0.06091 -0.11 -0.03 -0.04
H 2.12202 2.29127 -1.08395 -0.32 -0.40 0.33
H -2.62329 10.47673 0.78602 0.12 -0.01 -0.03
H 1.01245 -5.84651 -1.85405 -0.27 0.55 0.23
H -2.21679 -2.01023 -1.26728 -0.49 -0.25 0.56
H -0.33535 -2.79059 0.06116 -0.55 0.40 0.33
H -1.50916 -3.79400 -2.21541 -0.22 -0.49 0.22
H -3.36415 -1.88126 0.10165 0.73 -0.16 0.16
H 3.09417 2.51261 1.42635 -0.21 -0.59 0.22
H -0.17981 1.62415 -2.20207 0.04 -0.31 0.54
H -1.40644 -3.27179 1.37975 0.18 0.63 -0.36
H -2.03316 3.75859 0.82746 -0.12 -0.02 0.09
H -0.21993 2.71566 2.29831 0.08 -0.06 0.10
H -1.56601 -0.01297 -0.81698 0.55 -0.05 0.64
H -1.58890 3.49438 3.14861 0.08 0.04 0.06
```
Forces are in eV/Å.

Results of the Mulliken charge analysis, in e, for atoms 1 through 6:
1. O -0.56
2. O -0.57
3. O -0.53
4. O -0.49
5. O -0.55
6. O -0.39

3.
# C21H45As2Br2OPtSi3

A structure of composition C21H45As2Br2OPtSi3 (ωB97M-V/def2-TZVPD, OMol25).

As for the spin multiplicity: 5. The charge is +3. Its energy above the lowest of the compared OMol25 structures with the same formula, charge and spin is 5.5 kcal/mol. The value obtained for the highest occupied orbital energy (spin up / spin down) is -16.54 / -17.72 eV. The lowest unoccupied orbital energy (spin up / spin down) is -0.29453 / -0.45346 Ha. Its total energy is -313169.776 eV.

```
75
Properties=species:S:1:pos:R:3:forces:R:3
Pt 0.24641 0.51193 -0.07031 0.08 0.27 -0.20
Br 2.25511 2.17579 -0.67729 -0.11 -0.06 -0.11
Br 2.38422 2.10727 2.49364 0.14 0.15 0.02
As -1.43144 2.37109 0.24732 0.05 -0.05 0.13
As -0.37182 0.86447 -2.54280 -0.03 -0.04 0.04
Si -0.11687 -1.35737 2.61114 0.07 -0.11 -0.19
Si 2.49496 -1.92989 0.23611 -0.10 -0.10 -0.07
Si -0.72526 -2.81723 -0.12918 -0.01 -0.09 0.11
O -0.30853 0.27377 2.71660 -0.01 0.04 -0.02
C 3.28150 2.69202 0.91793 -0.04 -0.06 0.30
C -0.66139 0.91169 3.96551 -0.03 -0.05 -0.01
C -0.12251 -3.00476 -1.88029 -0.05 0.04 0.05
C -1.37028 3.33560 -1.42081 0.09 -0.03 -0.05
C 1.31298 -1.97906 3.62487 -0.15 -0.06 0.01
C -1.75328 5.35594 -2.67074 0.00 0.03 -0.02
C 0.88932 0.55868 -3.97280 -0.06 0.00 0.01
C -0.59674 -4.43705 0.77670 -0.01 0.12 -0.02
C 2.86292 -1.48889 -1.54456 0.02 0.06 0.04
C -3.26404 1.82880 0.53257 0.02 0.05 -0.02
C -0.71411 3.46856 -3.74023 0.00 0.00 -0.03
C -1.17655 4.77791 -3.79004 0.01 0.00 -0.01
C -2.40308 -2.00282 -0.08578 0.02 -0.01 -0.04
C -1.04533 3.63463 1.65437 -0.02 0.00 -0.04
C 0.64181 -1.43801 0.71303 -0.04 -0.08 0.13
C -0.81563 2.74147 -2.56085 -0.08 -0.03 0.05
C 3.74709 -1.07828 1.32382 -0.04 -0.02 -0.12
C -1.84296 4.64127 -1.48341 -0.02 0.00 0.04
C -1.73298 -2.15626 3.03676 0.07 -0.01 0.01
C -2.02702 0.03421 -3.11560 0.08 0.04 -0.05
C 2.65343 -3.77699 0.49076 0.00 0.11 0.10
H 2.33938 -4.10016 1.48302 0.02 -0.03 -0.02
H 1.78336 -2.88159 3.23719 -0.03 0.00 0.01
H -1.66303 1.33041 3.88444 0.00 0.00 0.01
H -2.78163 0.13739 -2.33995 -0.02 0.00 0.01
H -0.10272 -2.09041 -2.46847 -0.01 0.02 0.02
H -3.61325 1.20958 -0.29021 0.00 0.00 -0.01
H 3.34465 3.77383 0.89685 -0.03 -0.01 -0.05
H 4.24944 2.21199 0.83458 -0.01 0.00 -0.05
H 0.05579 1.70280 4.17496 -0.03 0.01 0.00
H 0.87463 -2.23353 4.59634 0.08 0.01 0.04
H -1.60668 -4.84255 0.88592 -0.01 -0.02 0.00
H -2.37712 -0.92040 0.05726 0.05 0.06 0.00
H 2.15119 -4.39439 -0.24901 -0.04 0.01 -0.07
H -2.35146 0.57198 -4.00719 -0.02 -0.02 0.00
H -0.01279 -5.13798 0.18063 -0.01 -0.02 -0.01
H -1.76467 -2.18282 4.13188 0.03 0.03 0.01
H -1.87870 -1.01506 -3.35745 0.01 -0.02 0.01
H 3.71360 -1.36403 2.37108 -0.01 -0.01 0.01
H 3.74609 0.00633 1.25134 -0.01 -0.04 -0.02
H -2.58126 -1.55612 2.71116 0.01 0.02 -0.03
H -3.35496 1.29140 1.47491 0.03 0.00 0.00
H -0.65062 0.20183 4.79406 0.02 0.01 0.02
H -0.87768 -3.67215 -2.31771 -0.01 0.01 -0.03
H -0.28376 3.03089 -4.63216 0.00 -0.01 0.00
H -1.09217 5.34191 -4.70902 0.00 0.00 -0.01
H 0.83774 -3.50295 -1.97073 -0.01 -0.09 0.05
H -0.15011 -4.40201 1.76893 0.01 0.03 0.02
H -1.87823 -3.18202 2.71119 0.02 -0.05 0.00
H 0.01849 3.64251 1.87755 -0.04 0.00 -0.03
H 1.76874 1.18627 -3.84345 0.00 0.01 0.00
H 4.69810 -1.44121 0.91924 0.05 0.05 0.04
H -3.03725 -2.42059 0.69292 -0.02 -0.04 -0.01
H -2.12985 6.36887 -2.71644 0.01 0.00 0.01
H -2.89318 -2.19517 -1.04361 0.00 -0.01 -0.03
H 3.72413 -3.98949 0.41253 0.02 0.00 -0.02
H 2.07252 -1.21299 3.76630 -0.02 0.04 0.00
H -3.86259 2.74017 0.57159 -0.02 -0.03 0.01
H 2.73666 -0.43210 -1.78065 -0.01 -0.02 0.02
H -2.29043 5.12019 -0.62086 0.01 -0.02 0.01
H 1.18248 -0.48897 -3.97526 0.00 0.00 0.00
H 0.39409 0.79350 -4.91513 0.04 0.00 -0.01
H 2.30383 -2.08041 -2.26523 0.04 0.03 0.00
H 3.92207 -1.71338 -1.70101 0.02 -0.03 0.01
H -1.36125 4.62249 1.32310 0.00 0.00 0.04
H -1.61157 3.34963 2.53819 0.02 0.00 0.02
```
Forces are in eV/Å.

Results of the Mulliken charge analysis, in e, for atoms 1 through 6:
1. Pt 2.07
2. Br 0.07
3. Br 0.01
4. As 0.47
5. As 0.63
6. Si 0.03